Here is a structure of composition C4H6O4 from the Open Molecules 2025 dataset. Energies are from the ωB97M-V functional and the def2-TZVPD basis.

LUMO, eV: -3.95
Max |F|, eV/Å: 5.48
E_HOMO, eV: -8.541
Multiplicity: 1
Relative energy (zero: lowest compared OMol25 entry of this formula, charge and spin), eV: 9.0235

Last column: natural (NBO) charge in e.
Geometry (Å):
O  -1.16152  2.35056  1.11229  -0.70
C  -0.50287  2.85650  0.18715  0.59
O  0.76243  2.98239  0.15628  -0.72
C  1.01360  -1.39121  0.14655  -0.40
C  0.53808  0.00980  -0.00681  -0.15
C  -0.52786  -1.41494  -0.32583  0.61
O  -0.48952  -1.52648  -1.55426  -0.45
O  -1.31348  -1.80311  0.69384  -0.51
H  -1.06335  3.28711  -0.69464  0.05
H  1.41160  -2.00994  -0.66035  0.28
H  1.24451  -1.81425  1.13136  0.26
H  0.67092  0.65728  0.85295  0.32
H  0.49688  0.45470  -0.99943  0.28
H  -1.07942  -2.63840  -0.03910  0.54

Here is an isolated molecule of C4H6O4S from the Open Molecules 2025 dataset. Energies are from the ωB97M-V functional and the def2-TZVPD basis.

LUMO (spin up / spin down), eV: 0.62 / -1.30
Max |F|, eV/Å: 2.39
E_HOMO (spin up / spin down), eV: -7.273 / -10.724
Multiplicity: 3
Relative energy (zero: lowest compared OMol25 entry of this formula, charge and spin), eV: 0.0000
<S²>: 2.015

Last column: natural (NBO) charge in e.
Geometry (Å):
C  1.19762  -0.08916  -1.04267  -0.28
C  -0.05879  -0.31673  -1.43519  -0.54
C  1.62682  -0.17835  0.32918  0.16
C  -0.65778  0.80036  1.05818  -0.13
O  -2.53247  -0.03617  -0.59707  -0.93
O  -1.08728  -1.74675  0.51483  -0.95
O  1.45172  -1.24220  1.10956  -0.65
O  -1.04547  2.06391  0.75760  -0.64
S  -1.24298  -0.43086  -0.08957  2.07
H  1.95905  0.20027  -1.76122  0.23
H  -0.42125  -0.35814  -2.44377  0.25
H  2.45344  0.43888  0.65653  0.18
H  -0.68240  0.55039  2.10707  0.21
H  0.61214  -1.71922  0.89108  0.51
H  -1.57236  2.06378  -0.05454  0.50

Here is a cluster of 2 separate species, C4H6O6S in total from the Open Molecules 2025 dataset. Energies are from the ωB97M-V functional and the def2-TZVPD basis.

LUMO (spin up / spin down), eV: -1.29 / -1.29
Max |F|, eV/Å: 6.05
E_HOMO (spin up / spin down), eV: -7.862 / -7.860
Multiplicity: 1
Relative energy (zero: lowest compared OMol25 entry of this formula, charge and spin), eV: 1.5702

Last column: natural (NBO) charge in e.
Geometry (Å):
C  -0.79598  0.81860  -0.44109  -0.47
C  -1.32720  0.08991  0.57540  0.30
C  -0.12172  -1.84598  0.06816  0.21
C  -0.24353  -0.01298  -1.40054  0.30
O  1.84424  2.48376  -0.40705  -0.98
O  3.14597  1.19578  -2.21156  -0.93
O  -1.23066  -1.15746  0.72218  -0.46
O  0.07599  -1.29819  -1.23778  -0.45
O  2.17377  0.44460  1.28681  -0.48
O  2.88167  0.19751  0.11478  -0.47
S  2.17789  1.27982  -1.10927  1.78
H  -0.77312  1.93218  -0.46264  0.30
H  -1.93094  0.63470  1.47808  0.21
H  0.68544  -1.68106  0.74181  0.21
H  -0.28016  -2.84148  -0.31063  0.21
H  -0.07946  0.27505  -2.41060  0.23
H  2.50016  1.24814  1.62592  0.47

Here is a structure of composition C4H6O7Pt from the Open Molecules 2025 dataset. Energies are from the ωB97M-V functional and the def2-TZVPD basis.

LUMO (spin up / spin down), eV: -3.34 / -6.79
Max |F|, eV/Å: 12.83
E_HOMO (spin up / spin down), eV: -11.592 / -14.608
Total charge: +1
Multiplicity: 4
Relative energy (zero: lowest compared OMol25 entry of this formula, charge and spin), eV: 0.5681
<S²>: 3.753

Last column: natural (NBO) charge in e.
Geometry (Å):
O  0.87284  -1.32442  0.28883  -0.70
C  0.47195  -0.00973  0.22888  0.39
C  -1.00147  0.09375  -0.13933  -0.13
O  -1.81147  -0.47540  0.88365  -0.47
C  -1.83517  0.19553  2.02393  0.98
O  -0.93909  0.96389  2.32317  -0.66
O  -2.66708  -0.37859  2.86104  -0.63
H  1.65143  -1.43555  0.84772  0.52
H  0.96229  0.61376  0.98163  0.25
H  -1.21749  -0.49767  -1.03656  0.23
H  -1.25519  1.15085  -0.26605  0.24
H  -2.55879  -0.00993  3.74875  0.52
O  1.46169  -1.21770  -2.21919  -0.60
C  1.54857  0.07672  -2.11419  1.04
O  1.16109  0.68800  -1.02735  -0.54
O  1.98973  0.73866  -3.05619  -0.68
Pt  1.97400  2.44844  -2.96419  0.70
H  1.19217  -1.62063  -1.36454  0.53

- Which of these has the highest relative energy (zero: lowest compared OMol25 entry of this formula, charge and spin)?
  C4H6O4